{
  "formula": "C26H27N5O3",
  "method": "ωB97M-V/def2-TZVPD",
  "max_force_ha_per_bohr": 0.3772,
  "total_energy_ha": -1505.6924,
  "e_homo_ev": -7.72,
  "e_above_lowest_kj_mol": 2270.5,
  "elements": ["C", "H", "O", "C", "C", "C", "C", "C", "C", "C", "O", "N", "C", "C", "C", "C", "N", "C", "C", "C", "C", "C", "C", "H", "H", "H", "H", "C", "H", "H", "H", "H", "H", "C", "O", "N", "H", "C", "C", "H", "H", "C", "N", "C", "N", "C", "C", "H", "H", "H", "H", "H", "H", "H", "H", "H", "H", "H", "H", "H", "H"],
  "positions_angstrom": [[0.879774, -1.850569, -3.643817], [0.322296, -2.773818, -3.677200], [1.137130, -1.273757, -2.533361], [1.714566, -1.787009, -1.445551], [2.289510, -2.864697, -1.670981], [2.884228, -3.608912, -0.427705], [2.896430, -2.985188, 0.881231], [2.603368, -1.747362, 0.858755], [1.916443, -1.104288, -0.131753], [1.165028, 0.170652, 0.202381], [1.660651, 0.582591, 1.385102], [0.424160, 0.651627, -0.551210], [-0.786832, 1.778645, -0.573562], [-1.876015, 1.342961, -1.114442], [-2.198507, 0.386790, -2.018329], [-3.069322, 0.417005, -3.011823], [-3.304841, -0.721131, -3.744733], [-2.667972, -1.727593, -2.838745], [-2.442990, -3.227794, -3.160821], [-1.960927, -3.933396, -1.963418], [-1.345830, -3.168411, -0.924789], [-1.496363, -1.956764, -0.550676], [-2.001579, -1.203318, -1.715197], [-1.197729, -1.502915, 0.315901], [-0.700971, -3.856533, -0.233622], [-1.850288, -4.984132, -2.222478], [-3.059289, -3.478242, -3.976521], [-3.713164, -1.183769, -4.969325], [-4.251393, -0.107602, -5.258686], [-4.773115, -1.735839, -4.787766], [-3.049648, -1.607038, -5.679605], [-3.267948, 1.400375, -3.654753], [-2.594589, 2.207577, -1.098841], [-0.652457, 2.998329, 0.279602], [-1.588684, 3.684881, 0.465316], [0.742322, 3.018019, 0.732543], [1.442543, 2.514969, 0.685883], [0.701894, 4.195129, 1.734776], [1.389179, 3.837132, 2.987300], [2.345444, 3.218786, 2.999551], [1.393235, 4.681810, 3.587852], [0.262435, 2.866073, 3.901133], [0.882990, 2.394353, 4.891058], [1.508654, 1.289503, 4.843930], [2.167435, 0.915334, 6.065315], [1.538374, 1.864066, 6.666468], [0.787911, 2.820658, 6.020094], [0.262173, 3.738405, 6.248114], [1.971784, 1.855406, 7.798653], [1.807451, 0.579915, 4.077226], [-0.486638, 3.515205, 3.895858], [0.086360, 2.158019, 2.909186], [1.669289, 4.905254, 0.936451], [-0.216995, 4.855503, 1.651963], [-0.078524, -0.023769, -1.450618], [2.462637, -1.476876, 1.950836], [3.596754, -3.431167, 1.531508], [3.378325, -4.647257, -0.538786], [2.279260, -3.661010, -2.474703], [1.662601, -2.197027, -4.077230], [0.399975, -1.017789, -4.382944]],
  "forces_ev_per_a": [[-5.7, 1.1, -4.5], [-1.4, -0.2, 0.8], [-1.3, 5.9, 5.3], [-1.4, 6.1, 2.1], [6.0, -13.1, 3.4], [-0.2, 0.6, -0.7], [3.5, -7.8, -6.3], [-3.9, 5.8, 3.9], [-2.1, 0.0, -3.1], [12.1, -5.1, 12.4], [-2.6, 0.3, -3.3], [-13.9, 5.3, -12.5], [4.2, -2.6, 2.5], [-1.9, 5.2, -0.1], [-0.3, -7.3, 1.7], [-1.0, 4.1, -6.2], [4.7, -3.8, 7.3], [1.7, -3.2, -1.3], [-1.2, 4.1, 5.6], [-0.1, 2.4, -5.3], [1.8, -9.2, 1.8], [-2.0, 5.0, -4.8], [-1.9, 3.8, -0.8], [1.0, 1.0, 1.9], [-1.4, 1.1, -0.9], [0.4, 0.0, 1.2], [-0.1, -1.5, -1.0], [-7.4, 4.1, -0.7], [1.4, -2.6, -1.0], [2.7, 0.3, -0.8], [0.7, -0.2, -0.4], [-0.1, -1.9, 1.8], [0.3, -0.8, 0.2], [5.9, -5.3, -1.7], [-1.3, 2.3, 1.1], [-15.3, 11.3, 2.5], [8.0, -6.9, -0.6], [5.7, 1.3, -5.5], [-1.8, -2.7, 1.7], [-1.2, 1.1, -0.5], [0.9, 1.8, 1.2], [1.0, 1.2, -14.5], [0.4, -4.8, -4.3], [6.5, -7.5, -0.5], [-3.7, 1.2, -5.5], [2.9, 2.3, 11.6], [0.2, 3.0, 10.2], [0.2, -0.4, 0.4], [-1.9, 1.0, -2.1], [-1.0, 1.1, -1.1], [-3.5, 2.3, 1.5], [0.1, 0.8, 3.2], [-2.7, -1.0, 2.8], [1.2, -1.4, 0.5], [2.9, 2.1, 3.1], [0.6, 1.5, -1.6], [-0.1, -0.6, 1.5], [-1.1, 1.8, -0.1], [-0.3, 2.0, 0.3], [5.9, -1.6, -3.3], [0.8, -2.2, 1.7]],
  "lowdin_charge": [-0.1750, 0.0920, -0.0721, -0.2806, -0.0210, 0.0385, -0.1252, -0.1052, -0.0008, -0.5000, -0.1075, 0.2013, 0.0023, -0.0559, -0.1732, -0.0662, -0.1436, -0.1103, 0.0428, -0.0475, -0.1612, -0.0279, -0.0381, 0.1002, 0.1504, 0.0936, 0.0587, -0.0955, 0.1493, 0.1435, 0.0759, 0.1818, 0.1628, -0.4404, 0.1081, 0.1034, -0.0245, -0.1758, -0.1225, 0.1432, 0.0694, -0.1224, -0.2401, -0.1348, 0.1236, -0.2838, -0.0991, 0.1450, 0.1326, 0.1287, 0.0811, 0.1786, 0.1950, 0.1215, 0.2286, 0.1562, 0.0975, 0.1132, 0.1411, 0.0198, 0.1704]
}